# C4H14N2O2

C4H14N2O2 as an isolated structure at a distorted geometry (ωB97M-V/def2-TZVPD, OMol25).

Positions of all 22 atoms, in Å:
C 1.64 0.17 0.16
C 0.82 1.40 -0.41
C -0.64 0.91 -0.52
C -0.90 0.08 -1.74
N -2.15 -0.54 -2.00
N 0.85 -0.63 1.10
H 1.87 -0.56 -0.70
H 2.57 0.60 0.52
H 1.16 1.76 -1.37
H 1.09 2.21 0.20
H -1.36 1.17 0.27
H -0.24 0.17 -2.62
H -2.88 -0.12 -2.58
H -2.53 -1.12 -1.23
H 1.25 -1.49 1.48
H -0.23 -1.15 0.82
H -0.70 -2.48 0.00
H -0.53 -0.40 -0.57
O -1.26 -1.88 0.54
H 0.23 1.05 3.38
H 0.88 0.10 2.27
O 1.05 0.75 3.00

E_tot	-11444.3091	eV
lowest unoccupied orbital energy	-1.166	eV
gap between HOMO and LUMO	6.733	eV